DFT (ωB97M-V/def2-TZVPD) results for a 2-piece molecular cluster, C4H12 overall in a non-equilibrium geometry.

Output
HOMO (alpha / beta) (eV): 1.54 / -7.95
Energy relative to the best compared isomer or geometry (same formula, charge and spin) (kJ/mol): 14.7
Net charge: -1
2S+1: 2
HOMO-LUMO gap (alpha / beta) (eV): 2.82 / 12.43

Each line ends with the natural charge from an NBO analysis.
Atoms and positions in Å:
C 0.09410 -2.17391 -0.39504  -0.7852
C -0.92626 -2.59426 0.67736  -0.7454
H -0.09464 -2.71945 -1.32360  0.1807
H -0.11775 -1.13587 -0.63023  0.2012
H 1.12118 -2.27295 -0.07260  0.1917
H -1.88269 -2.86057 0.23907  0.1872
H -1.09606 -1.77520 1.37774  0.1964
H -0.55356 -3.44025 1.25756  0.1802
C 1.04369 2.33128 -0.56489  -0.7768
C -0.20397 2.42458 0.31966  -0.9487
H 1.88282 2.95698 -0.27847  0.1841
H 1.39969 1.29406 -0.58053  0.1938
H 0.84885 2.59005 -1.60788  0.1837
H -1.06314 2.09250 -0.26215  0.1894
H -0.38507 3.46453 0.62546  0.1789
H -0.06720 1.81847 1.21852  0.1889